31
Properties=species:S:1:pos:R:3:lowdin_charge:R:1 method="wB97M-V/def2-TZVPD" homo_lumo_gap_ev=11.01 total_charge=+2 total_energy_ev=-14090.9888 largest_force_ev_per_a=4.0 smiles=C[C@H]1[NH2+][C@@H]1[C@@]1(C)N[C@H]1[C@@]1(C)C[NH2+]1 multiplicity=1
C -2.742 1.935 0.266 -0.001
C -2.126 0.581 0.526 -0.214
N -2.789 -0.421 -0.267 0.176
C -1.370 -0.127 -0.555 -0.065
C -0.384 -1.266 -0.247 -0.418
C -0.904 -2.215 0.858 0.020
N 0.543 -1.859 -1.124 0.146
C 1.091 -0.825 0.033 -0.042
C 1.980 0.332 -0.207 -0.372
C 1.649 1.360 -1.118 0.025
C 2.775 0.676 1.080 0.062
N 3.388 -0.160 0.014 0.180
H -3.835 1.745 0.411 0.123
H -2.664 2.297 -0.747 0.092
H -2.305 2.745 0.821 0.096
H -1.982 0.372 1.573 0.164
H -3.453 -0.137 -0.981 0.199
H -3.008 -1.271 0.220 0.169
H -1.408 0.459 -1.406 0.140
H -0.034 -2.746 1.213 0.098
H -1.524 -3.054 0.571 0.108
H -1.327 -1.570 1.599 0.075
H 0.383 -1.565 -2.132 0.149
H 1.573 -1.456 0.732 0.116
H 1.716 1.162 -2.146 0.110
H 2.372 2.146 -1.030 0.116
H 0.748 1.709 -0.852 0.070
H 3.384 1.596 1.115 0.156
H 2.521 0.122 1.977 0.142
H 4.049 0.498 -0.460 0.208
H 3.685 -1.064 0.262 0.170

***

56
Properties=species:S:1:pos:R:3:lowdin_charge:R:1 method="wB97M-V/def2-TZVPD" homo_lumo_gap_ev="6.47 / 6.47" total_energy_ev=-129450.9061 largest_force_ev_per_a=2.9 multiplicity=1
Pd -1.283 -1.270 -0.229 0.820
C 1.707 3.988 5.520 -0.048
C 1.518 3.037 4.369 -0.262
C 2.151 1.796 4.363 -0.032
C 1.933 0.894 3.335 -0.051
C 1.085 1.250 2.295 -0.297
C 0.448 2.481 2.275 -0.043
C 0.676 3.370 3.310 -0.019
S 0.704 0.013 1.098 0.561
O 1.909 -0.755 0.869 -0.349
O 0.177 0.658 -0.106 -0.366
N -0.431 -0.966 1.717 -0.252
C -1.356 -0.393 2.672 -0.184
C -2.298 0.648 1.966 -0.650
O -2.644 1.626 2.608 0.037
O -2.584 0.307 0.762 -0.099
H 2.481 3.634 6.198 0.073
H 0.776 4.081 6.082 0.087
H 1.979 4.984 5.168 0.081
H 2.813 1.530 5.179 0.112
H 2.397 -0.084 3.327 0.116
H -0.227 2.722 1.465 0.122
H 0.169 4.327 3.307 0.122
H -0.868 0.156 3.475 0.108
H -2.007 -1.170 3.073 0.116
Br -6.342 -0.571 0.684 0.798
C -4.848 -1.029 -0.362 -0.698
C -4.492 -0.208 -1.439 -0.109
C -3.360 -0.524 -2.135 -0.138
N -2.616 -1.636 -1.899 -0.060
C -3.012 -2.449 -0.881 -0.274
C -4.124 -2.153 -0.073 -0.119
H -5.086 0.654 -1.699 0.110
H -3.018 0.104 -2.949 0.113
H -2.614 -3.455 -0.889 0.085
H -4.393 -2.810 0.741 0.112
C 0.118 -0.259 -4.833 -0.071
C 0.789 -1.525 -4.310 -0.217
N 0.306 -1.860 -2.973 0.013
C 0.991 -2.136 -1.864 -0.756
S 0.271 -3.153 -0.645 0.712
N 2.242 -1.743 -1.670 0.024
C 2.892 -0.560 -2.236 -0.219
C 4.156 -0.912 -3.011 -0.076
H 0.542 0.027 -5.796 0.077
H 0.257 0.561 -4.127 0.076
H -0.951 -0.431 -4.963 0.071
H 1.866 -1.416 -4.294 0.084
H 0.555 -2.366 -4.966 0.124
H -0.672 -2.121 -2.923 0.089
H 2.556 -1.969 -0.736 0.099
H 3.142 0.090 -1.397 0.121
H 2.184 -0.016 -2.854 0.103
H 4.884 -1.383 -2.350 0.078
H 4.604 -0.008 -3.424 0.079
H 3.947 -1.607 -3.826 0.066

***

126
Properties=species:S:1:pos:R:3:lowdin_charge:R:1 method="wB97M-V/def2-TZVPD" homo_lumo_gap_ev=0.81 total_charge=+1 total_energy_ev=-128056.3066 largest_force_ev_per_a=6.7 multiplicity=1
C 5.223 3.324 -0.155 -0.131
O 4.551 2.036 -0.061 -0.247
C 5.164 1.102 -0.996 -0.224
C 5.023 -0.435 -0.498 -0.151
C 3.602 -1.069 -0.958 -0.154
C 2.544 -1.197 0.283 -0.282
C 1.398 -0.079 0.190 -0.177
C 0.025 -0.503 0.959 -0.210
C -1.097 -1.036 -0.055 -0.165
C -2.134 0.062 -0.563 -0.047
C -3.563 -0.485 -1.016 -0.065
C -3.927 -2.054 -0.965 -0.082
C -4.412 -2.348 0.562 -0.317
C -4.371 -3.917 0.937 -0.048
F -5.752 -1.830 0.811 -0.083
C -4.646 0.471 -1.560 -0.043
C -6.077 -0.104 -2.063 -0.118
C -6.018 -0.629 -3.595 -0.190
O -5.149 -0.206 -4.416 -0.015
C -4.405 2.043 -1.667 -0.116
N -5.512 2.817 -2.166 0.132
C -5.126 4.190 -2.145 -0.204
C -6.256 5.250 -2.654 -0.086
C -3.737 4.784 -1.709 -0.495
S -3.435 6.623 -1.750 0.735
N -2.668 3.955 -1.269 0.086
C -3.015 2.559 -1.226 -0.110
C -1.888 1.575 -0.697 -0.057
F -0.629 2.133 -0.354 -0.001
H 6.205 3.342 0.461 0.100
H 4.531 4.093 0.338 0.092
H 5.440 3.637 -1.244 0.088
H 6.283 1.391 -1.088 0.113
H 4.711 1.214 -2.054 0.132
H 5.918 -1.015 -0.952 0.119
H 5.176 -0.501 0.649 0.119
H 3.850 -2.116 -1.377 0.117
H 3.210 -0.400 -1.802 0.108
H 3.168 -1.145 1.242 0.076
H 2.053 -2.249 0.165 0.012
H 1.181 0.223 -0.907 0.127
H 1.798 0.849 0.753 0.127
H 0.271 -1.320 1.746 0.062
H -0.381 0.440 1.489 0.095
H -0.673 -1.624 -0.960 0.146
H -1.720 -1.821 0.533 0.088
H -4.694 -2.375 -1.746 0.126
H -2.972 -2.684 -1.107 0.124
H -3.734 -1.821 1.335 0.102
H -4.665 -3.980 2.058 0.063
H -3.320 -4.372 0.855 0.101
H -5.105 -4.552 0.330 0.102
H -6.900 0.699 -2.044 0.117
H -6.456 -0.962 -1.395 0.099
H -6.796 -1.413 -3.951 0.131
H -5.994 5.732 -3.655 0.054
H -6.406 6.010 -1.807 0.085
H -7.249 4.663 -2.759 0.087
H -4.064 7.155 -2.869 -0.143
C -4.975 7.518 -6.785 -0.306
S -6.290 8.642 -6.234 0.692
O -6.571 8.330 -4.802 -0.470
C -7.607 7.889 -7.229 -0.289
H -4.054 7.778 -6.261 0.089
H -5.245 6.486 -6.553 0.091
H -4.819 7.631 -7.864 -0.087
H -7.712 6.834 -6.969 0.088
H -7.372 7.993 -8.295 -0.059
H -8.542 8.410 -7.015 0.087
Cl 2.110 -3.332 1.899 0.221
C 8.543 4.785 -3.879 -0.009
C 8.492 4.070 -2.556 -0.539
O 7.648 3.219 -2.306 0.009
N 9.425 4.397 -1.620 0.005
C 10.495 5.366 -1.721 -0.077
H 7.739 4.420 -4.519 0.085
H 8.406 5.859 -3.731 0.086
H 9.496 4.589 -4.375 0.087
H 9.329 3.876 -0.759 0.141
H 11.444 4.847 -1.569 0.085
H 10.362 6.107 -0.930 0.084
H 10.508 5.868 -2.687 0.075
Mg -5.748 8.849 -8.471 0.615
C 3.404 -6.028 -0.187 -0.791
O 4.401 -6.789 -0.267 0.030
O 2.513 -6.468 0.725 0.067
O 3.135 -4.976 -0.800 0.080
H 3.070 -7.244 0.942 0.119
C -4.670 0.382 5.277 -0.035
C -4.528 -1.134 5.343 -0.294
C -3.368 -1.599 6.236 -0.132
O -2.117 -1.391 5.562 -0.202
C -1.454 -0.175 5.922 -0.059
N -4.249 -1.638 3.955 0.217
H -3.868 0.854 4.701 0.008
H -5.611 0.656 4.795 0.110
H -4.671 0.816 6.279 0.117
H -5.470 -1.582 5.669 0.168
H -3.457 -2.681 6.381 0.145
H -3.393 -1.142 7.227 0.148
H -1.719 0.172 6.921 0.125
H -1.692 0.595 5.188 0.042
H -0.377 -0.350 5.885 0.125
H -4.834 -1.202 3.231 0.169
H -4.352 -2.658 3.894 0.169
H -3.255 -1.447 3.744 0.122
O 6.595 -7.116 1.827 -0.066
H 7.372 -7.346 1.304 0.038
H 5.914 -6.930 1.164 0.003
C -3.823 2.849 1.911 -0.453
O -4.332 2.624 3.132 -0.359
H -3.847 3.893 1.541 0.054
H -2.754 2.595 1.751 0.028
H -4.295 2.315 1.061 0.034
C 7.182 -10.300 2.694 -0.176
C 7.971 -10.593 3.961 -0.173
O 7.006 -11.082 4.893 -0.193
S 5.849 -11.886 4.085 0.650
O 6.151 -13.286 4.142 -0.231
O 4.577 -11.349 4.466 -0.232
O 6.215 -11.348 2.599 -0.190
H 6.647 -9.350 2.773 0.110
H 7.816 -10.286 1.807 0.137
H 8.472 -9.708 4.353 0.136
H 8.709 -11.384 3.793 0.131
Li -2.307 0.155 3.913 0.702

***

9
Properties=species:S:1:pos:R:3:lowdin_charge:R:1 method="wB97M-V/def2-TZVPD" homo_lumo_gap_ev="9.64 / 5.89" total_energy_ev=-16053.3420 largest_force_ev_per_a=3.4 multiplicity=1
C 1.901 -0.075 1.259 -0.023
C -1.518 -1.507 -1.164 -0.696
C -0.832 -0.289 -0.756 -0.214
O 0.751 -0.099 1.583 -0.041
S -1.681 -3.009 -0.848 0.691
H 2.685 -0.005 2.183 0.096
H -1.351 0.681 -0.921 0.086
H 0.046 -0.261 -1.314 0.054
H -0.795 -0.088 0.319 0.046

***

18
Properties=species:S:1:pos:R:3:lowdin_charge:R:1 method="wB97M-V/def2-TZVPD" homo_lumo_gap_ev=7.63 total_energy_ev=-7885.4922 largest_force_ev_per_a=3.8 smiles="C=CNC/C=C/C" multiplicity=1
C 1.245 -3.097 1.014 -0.047
C 1.092 -1.786 1.357 -0.252
N 1.185 -0.624 0.556 -0.057
C 0.474 0.623 0.945 -0.243
C -0.738 0.667 0.069 -0.142
C -0.938 1.035 -1.231 -0.132
C -1.470 2.366 -1.853 -0.096
H 1.404 -3.509 -0.008 0.040
H 1.288 -3.904 1.851 0.065
H 0.671 -1.587 2.324 0.088
H 1.470 -0.689 -0.428 0.137
H 0.153 0.754 2.081 0.142
H 1.353 1.408 0.854 0.135
H -1.452 -0.087 0.398 0.097
H -1.081 0.198 -1.975 0.099
H -0.727 2.840 -2.458 0.045
H -2.391 2.307 -2.423 0.071
H -1.538 3.086 -1.073 0.050

***

56
Properties=species:S:1:pos:R:3:lowdin_charge:R:1 method="wB97M-V/def2-TZVPD" homo_lumo_gap_ev="4.50 / 6.08" total_charge=+3 total_energy_ev=-53365.0972 largest_force_ev_per_a=2.0 multiplicity=1
Pb -0.497 -0.787 1.097 1.238
P -2.022 0.698 -0.992 0.836
C -1.166 0.368 -2.512 -0.147
C 0.242 0.455 -2.609 -0.346
N 1.002 0.089 -1.510 0.040
C 2.282 0.457 -1.430 -0.318
C 2.949 1.045 -2.507 0.052
C 2.262 1.233 -3.709 0.024
C 0.913 0.935 -3.766 0.048
C 3.021 0.226 -0.122 -0.263
P 2.361 -1.200 0.841 0.803
H 0.315 1.115 -4.659 0.144
H 3.997 1.319 -2.381 0.146
H 2.783 1.625 -4.582 0.146
H 4.089 0.057 -0.330 0.120
H 2.945 1.116 0.526 0.117
H -2.281 -3.908 -4.855 0.034
H -1.731 0.356 -3.451 0.124
H 1.306 -2.712 -1.259 0.073
O -2.619 -3.195 -4.321 -0.075
H -3.470 -3.532 -3.988 0.052
H -0.088 -1.991 -0.754 -0.006
O 0.347 -2.678 -1.475 0.165
H 0.224 -2.268 -2.361 0.163
C 3.085 -2.556 -0.153 -0.239
H 4.144 -2.614 0.131 0.082
H 2.630 -3.520 0.115 0.077
H 3.073 -2.385 -1.242 0.070
C 3.383 -1.196 2.353 -0.222
H 2.858 -1.786 3.119 0.063
H 4.369 -1.646 2.165 0.075
H 3.507 -0.169 2.725 0.071
C -1.970 2.525 -0.788 -0.188
H -2.666 2.999 -1.496 0.084
H -2.253 2.797 0.240 0.049
H -0.952 2.885 -0.988 0.066
C -3.763 0.397 -1.470 -0.205
H -4.376 0.315 -0.559 0.068
H -4.137 1.223 -2.093 0.083
H -3.817 -0.549 -2.031 0.065
C -1.291 1.592 5.491 -0.157
Si -1.208 1.313 3.642 0.353
C -2.968 1.148 3.010 -0.180
C -0.417 2.808 2.837 -0.173
C -0.174 -0.207 3.250 -0.424
H -1.796 2.545 5.705 0.058
H -0.283 1.628 5.926 0.049
H -1.849 0.785 5.986 0.051
H -3.566 1.966 3.443 0.066
H -3.061 1.210 1.916 -0.014
H -3.419 0.199 3.338 0.052
H 0.626 2.904 3.172 0.048
H -0.420 2.768 1.739 -0.001
H -0.956 3.715 3.149 0.062
H 0.909 -0.103 3.450 0.005
H -0.511 -1.112 3.797 0.036